Entry from the Open Molecules 2025 dataset: a molecular structure, C38H46BCrGeI2N9O (ωB97M-V/def2-TZVPD).

Summary:
* highest occupied orbital energy (spin up / spin down): -0.285 / -0.285 Eh
* total energy: -157431.9449 eV
* multiplicity: 5
* HOMO-LUMO gap (spin up / spin down): 7.73 / 6.08 eV
* molecular weight: 1034.07 g mol⁻¹

Geometry as XYZ:
```
99
C38H46BCrGeI2N9O (ωB97M-V/def2-TZVPD)
Cr -0.39612 -1.17126 0.92142
C 1.38338 5.02345 1.27170
C 1.09250 4.00512 0.21920
C 1.18376 4.13057 -1.14810
C 0.82587 2.86095 -1.65354
N 0.53107 2.03775 -0.66135
N 0.69308 2.73430 0.48195
B 0.46931 2.03164 1.83273
N -1.00160 1.54933 1.92840
N -1.46520 0.60943 1.05020
C -2.75559 0.87666 0.82856
C -3.15608 1.95257 1.62248
C -2.01861 2.35866 2.28914
C -1.86004 3.51940 3.21152
C -3.51845 0.20890 -0.23166
C -2.89110 -0.03843 -1.44965
C -3.58016 -0.68581 -2.46269
C -4.89517 -1.08087 -2.26490
C -5.53014 -0.81090 -1.05879
C -4.84679 -0.15991 -0.04593
N 1.48084 0.85730 1.93362
N 1.47573 -0.15368 1.02070
C 2.69210 -0.71236 1.06532
C 3.46480 -0.09888 2.04943
C 2.66295 0.90402 2.56667
C 3.00532 1.91261 3.61057
C 3.17252 -1.68591 0.07180
C 3.88642 -2.81830 0.45564
C 4.39780 -3.68073 -0.50373
C 4.21549 -3.40639 -1.85376
C 3.51854 -2.26776 -2.23970
C 2.99764 -1.40896 -1.28327
C 0.77771 2.38401 -3.04583
C 0.52460 1.03732 -3.31332
C 0.48359 0.57417 -4.61805
C 0.69662 1.44466 -5.67984
C 0.95383 2.78336 -5.42191
C 0.99454 3.24878 -4.11552
H 1.69419 5.95206 0.79621
H 2.18544 4.70063 1.93710
H 0.51054 5.23698 1.88934
H 1.48246 5.01229 -1.69003
H 0.67722 2.79214 2.73141
H -4.13225 2.40499 1.65878
H -2.84325 3.89503 3.48823
H -1.30731 4.32875 2.73462
H -1.32442 3.23834 4.11761
H -1.86532 0.28210 -1.59323
H -3.08537 -0.88376 -3.40502
H -5.42935 -1.60054 -3.04995
H -6.55254 -1.12883 -0.90199
H -5.32464 0.01990 0.90975
H 4.49359 -0.30296 2.29351
H 3.96864 1.66203 4.05074
H 2.25521 1.93341 4.40050
H 3.06975 2.91548 3.18879
H 4.03494 -3.02024 1.51026
H 4.95480 -4.55836 -0.19903
H 4.63122 -4.06882 -2.60287
H 3.38579 -2.03946 -3.29015
H 2.45456 -0.51741 -1.57479
H 0.36454 0.35652 -2.48874
H 0.28012 -0.47395 -4.80292
H 0.66082 1.08336 -6.69974
H 1.12153 3.47070 -6.24159
H 1.19286 4.29658 -3.92718
C -3.19265 -1.33395 4.11188
Ge -1.44734 -2.21652 4.23447
C -0.69117 -1.77905 6.00363
C -1.58213 -4.17776 4.20474
C -0.18780 -1.43920 2.95002
H -3.98663 -2.01060 4.43051
H -3.40389 -1.02047 3.09132
H -3.20535 -0.45495 4.75913
H -1.31627 -2.17774 6.80473
H -0.62399 -0.69706 6.13006
H 0.31148 -2.19616 6.11470
H -2.34048 -4.48591 4.92619
H -0.63718 -4.63491 4.51451
H -1.86350 -4.55833 3.22513
H 0.83462 -1.82247 3.10503
H -0.12203 -0.39258 3.26406
C 1.10624 -6.37480 -0.46343
N 0.87277 -4.95100 -0.49119
C 0.58175 -4.20647 -1.70642
C 0.31704 -2.82387 -1.14118
O -0.03482 -1.81606 -1.71710
N 0.49234 -2.87040 0.21508
C 0.75750 -4.12907 0.55760
N 0.83582 -4.50101 1.82779
H 0.48356 -6.85430 -1.21747
H 0.81867 -6.79062 0.50104
H 2.15331 -6.61192 -0.66269
H -0.31723 -4.58499 -2.19784
H 1.41902 -4.19716 -2.40406
H 0.63325 -3.80606 2.53092
H 1.13819 -5.41536 2.10458
I -2.57202 -2.89150 0.73493
I -5.04084 -4.86535 0.52582
```